{
  "formula": "C7H14O",
  "method": "wB97M-V/def2-TZVPD",
  "symbols": ["C", "C", "C", "C", "C", "C", "C", "O", "H", "H", "H", "H", "H", "H", "H", "H", "H", "H", "H", "H", "H", "H"],
  "coordinates": [[-1.047323, 1.914704, -2.094626], [0.075728, 1.007841, -1.598811], [0.866710, 1.510837, -0.403222], [0.443101, 0.974646, 1.004995], [0.617598, -0.468716, 1.397166], [0.403669, -1.529592, 0.649072], [0.204036, -2.884532, 1.293320], [-1.019838, -2.860154, 2.067266], [-1.798789, 1.970031, -1.296906], [-0.629727, 2.878262, -2.344540], [-1.479961, 1.458055, -2.979948], [-0.322850, 0.001914, -1.450332], [0.735905, 0.887120, -2.469915], [0.655785, 2.579168, -0.305373], [1.935251, 1.367249, -0.436081], [-0.629204, 1.156781, 1.113764], [0.928522, 1.694671, 1.673944], [0.790685, -0.572765, 2.452014], [0.097492, -1.459956, -0.383801], [0.071836, -3.637384, 0.538492], [0.910315, -3.189062, 2.051137], [-1.808940, -2.799125, 1.522380]],
  "forces_ev_per_a": [[0.122, -0.749, 0.911], [0.529, -0.619, -1.234], [-0.995, -0.211, 1.347], [-0.204, 0.659, -0.935], [0.263, 1.298, -0.224], [-0.164, -0.944, 0.361], [-1.449, 0.617, 0.164], [-0.017, -0.170, 0.484], [-0.085, 0.421, -0.363], [-0.185, 0.452, -0.015], [-0.245, 0.144, -0.082], [-0.020, 0.207, 0.164], [0.189, -0.017, 0.262], [0.379, 0.140, -0.223], [0.379, -0.046, -0.569], [-0.156, 0.188, 0.101], [-0.018, -0.593, 0.386], [0.149, -0.424, 0.431], [0.247, 0.034, -0.088], [0.441, -0.562, -0.387], [0.621, 0.108, -0.184], [0.219, 0.068, -0.306]],
  "de_lowest_kcal_mol": 38.6,
  "e_lumo_ev": 0.899,
  "max_force_ha_per_bohr": 0.0328,
  "gap_ev": 10.2,
  "smiles": "CCCC/C=C/CO"
}